The following is a DFT calculation (the ωB97M-V functional and the def2-TZVPD basis) of a molecular structure, C31H27ClNO5Ta.

## Properties
total energy	-2145.135005	Ha
LUMO level	-7.8	eV
ΔE to the lowest compared entry with this formula, charge and spin	114.29	kJ/mol

Geometry as ORCA input:
```
! RIJCOSX wB97M-V def2-TZVPD def2/J DEFGRID3
* xyz 2 1
H 1.3016 -2.9989 -4.5526
C -1.3268 0.3978 3.1405
C -1.4275 -2.5445 -2.4576
N -0.1968 2.3632 -1.0879
C -1.4187 4.2687 -1.9198
H -2.5220 3.5683 2.3826
H -4.2499 -5.4161 -4.9728
C -2.1456 2.7015 2.9247
H -2.6536 -2.3242 -0.0395
H -0.4509 -4.5498 -4.9587
C 0.8981 3.9760 -2.4576
C 2.1849 2.0266 -1.5147
C 5.4538 1.0899 4.7886
H 2.2573 -0.0527 -1.4312
H -3.7182 -3.7254 -0.2013
C -0.9478 -1.4349 -1.6801
C -3.1512 -5.5003 -5.0617
O -1.6598 1.3692 0.9733
C 3.5269 1.0980 2.7638
Cl -1.3695 2.2179 6.8270
H -2.2066 2.5091 -0.7971
H 1.4345 -3.3418 -2.8696
Ta -0.1075 0.4385 0.0668
H -4.2809 -2.1614 -0.9102
C -0.9501 -0.7914 2.6170
H 5.3267 -1.0762 4.6114
H -2.9173 -6.5207 -4.7388
C -3.3643 -2.8205 -0.7572
O -0.6433 -0.8593 1.3712
C -0.2199 4.8127 -2.4383
H -2.3736 4.7975 -1.9296
C -2.6959 -3.1071 -2.1034
H 2.8878 2.1841 -2.3463
H -4.2504 -4.2287 -3.1132
C 5.1528 2.2380 4.0255
H -2.8207 -5.4140 -6.0821
C -1.1286 -4.1270 -4.2276
C -0.5749 -3.1141 -3.4315
C -1.5457 1.8605 5.1350
C 4.9217 -0.1117 4.2878
C 1.4149 0.8605 1.2851
C 3.8446 -0.0986 3.4303
H 2.7638 2.1545 -0.5835
C -1.3759 3.0538 -1.2376
C 0.9196 2.8000 -1.7286
H 6.1582 1.2097 5.5605
H -0.2024 5.8867 -2.8119
C 4.1364 2.3071 3.1068
C -3.2188 -3.9458 -3.0824
O 1.6398 0.6997 -1.5412
H 3.2770 -0.9856 3.1596
H 3.7611 3.2511 2.6689
H -2.2964 3.8744 4.7508
C -1.7066 1.5108 2.2934
O 0.1661 -1.4863 -1.0505
C 2.4412 0.9849 1.9492
H 1.0447 -1.6821 -3.3465
H -1.0570 -1.7191 3.1903
C -2.1061 2.8578 4.3162
H 5.5494 3.2075 4.2812
H -0.5653 0.0378 5.1653
C 0.8906 -2.7427 -3.6234
C -2.4860 -4.4971 -4.1564
H 1.7660 4.3734 -2.8489
C -1.1508 0.7111 4.5288
O -1.6359 -0.3201 -1.5106
*
```